101
Properties=species:S:1:pos:R:3:mulliken_charge:R:1 method="wB97M-V/def2-TZVPD" spin_multiplicity=1 e_tot_ha=-4676.2910 lumo_energy_ev=2.389 charge=-1
H -3.348 0.084 -5.080 0.156
H -5.628 0.777 0.929 0.618
P -2.019 1.571 1.926 2.205
H 3.343 4.818 0.386 0.344
C -3.861 1.342 2.039 -1.221
H -2.469 3.032 0.029 0.257
S -2.073 1.256 -1.961 -0.328
H -1.167 3.772 0.934 0.407
H -2.347 2.979 3.875 0.503
H 0.251 -0.064 7.573 0.380
C -0.739 2.200 -2.579 -1.057
S -4.207 -0.409 -3.685 -0.523
C -2.047 2.921 -3.306 -0.989
H 3.616 -0.442 3.227 0.461
H -1.870 1.327 4.339 0.334
H 4.684 2.733 0.390 0.401
C 4.747 0.931 -2.822 -0.588
C -0.506 0.596 -2.790 0.975
C 4.338 -3.269 1.520 -0.835
Si 0.423 -2.637 0.024 3.078
H 1.489 1.781 6.483 0.414
H 5.472 2.370 -4.244 0.358
H 1.818 1.784 4.051 0.486
C -4.522 -1.889 1.080 -1.565
H 3.042 -4.250 0.135 0.347
C -5.054 -0.791 -1.326 -1.674
H 0.968 4.731 1.067 0.429
C -2.765 -0.402 -2.511 -0.057
O -1.797 -1.506 1.354 -0.384
H 1.579 -1.165 -4.617 0.459
C 3.627 0.326 -2.275 -0.608
H -0.658 2.463 3.758 0.401
C 0.882 -2.989 -1.812 -0.095
H -4.278 2.280 2.422 0.666
C -1.484 -0.167 -3.675 -2.048
H 0.017 -5.027 0.733 0.370
C -0.122 -1.100 5.727 -0.583
H 3.208 2.982 -5.031 0.429
H -0.065 2.649 1.731 -1.431
Zr -1.091 -0.351 0.070 -2.663
H 5.734 0.649 -2.477 0.434
C 1.566 3.827 1.082 -0.946
H -4.042 0.571 2.795 0.327
C 1.083 0.972 5.888 -0.569
H -1.461 -4.209 0.183 0.190
H 1.806 -3.429 -5.570 0.392
C 1.419 -2.033 -3.986 -0.254
H -4.899 0.090 -1.996 0.342
C 1.549 -3.308 -4.525 -0.839
C 2.345 0.670 -2.706 0.324
C -2.687 0.617 -4.345 0.028
C 2.114 -2.481 0.939 -0.136
H -3.783 2.630 -4.513 0.336
H 3.674 0.623 1.069 0.161
H -0.347 -1.905 3.750 0.322
H -4.331 -2.867 0.639 0.295
S -2.118 -2.033 -1.814 -0.371
C -2.939 2.116 -4.072 -1.016
H -1.338 -1.211 -3.921 0.798
C 3.488 -1.271 2.539 -0.033
C -4.560 0.932 0.742 -1.369
H 0.881 -5.134 -1.759 0.428
H 5.416 -2.099 2.970 0.380
C 3.330 2.238 -4.253 -0.656
C 1.030 -4.252 -2.374 -0.854
C 0.390 -0.063 6.499 -0.609
P 0.942 -0.199 -1.903 2.890
C 1.263 0.974 4.510 -0.201
C 3.158 -3.405 0.807 -0.834
C 4.501 -2.202 2.399 -0.886
C 4.600 1.895 -3.813 -0.617
H -0.800 -3.852 1.784 0.259
H 1.221 1.891 -4.069 0.355
H -0.058 2.813 -1.997 0.778
H -5.600 -1.731 1.172 0.402
H 3.749 -0.429 -1.503 0.321
C 0.749 -0.057 3.732 0.469
H 5.131 -3.999 1.403 0.419
C 0.056 -1.097 4.353 -0.706
P 0.930 -0.186 1.924 1.044
C 3.649 2.718 0.709 -0.608
C 1.355 -4.416 -3.719 -0.744
C 0.987 2.628 1.465 0.830
C 2.206 1.627 -3.706 -0.324
C 3.070 1.517 1.105 -0.695
C -2.097 3.224 1.036 -1.506
P -3.794 -0.611 -0.013 2.752
C 2.900 3.881 0.700 -0.882
C 2.311 -1.393 1.796 0.055
H -0.661 -1.913 6.197 0.430
H -6.090 -0.774 -0.970 0.585
H -4.480 1.739 0.006 0.263
H -4.872 -1.746 -1.815 0.369
C -1.687 2.142 3.636 -1.225
C 1.086 -1.872 -2.650 -0.349
H 1.458 -5.412 -4.134 0.391
H -4.060 -1.865 2.065 0.289
H -2.800 3.880 1.560 0.480
C -0.539 -4.080 0.751 -1.296
H -2.224 3.983 -3.182 0.388
C 1.734 1.444 1.495 1.169